# 1
Molecular formula: C13H29ClIN2OP2Sn
Method: DFT, ωB97M-V with the def2-TZVPD basis set

As for the HOMO energy (alpha / beta): -16.27 / -16.37 eV. Its LUMO energy (alpha / beta) is -12.44 / -12.38 eV. As for the orbital gap (alpha / beta): 3.8 / 4.0 eV. As for the net charge: +3. Its energy relative to the best compared isomer or geometry (same formula, charge and spin) is 0.0 kcal per mole.

Geometry (Å):
I 0.918332 0.515400 -0.610751
Sn 3.467209 -3.972235 -1.218151
Cl 3.301422 -4.509635 -3.486338
P 1.704080 -2.088844 1.571503
P -0.015713 0.617253 -3.168834
O -1.899820 -0.154009 -0.681304
N -2.132901 1.231308 1.566786
N -0.844149 1.140217 1.978338
C -0.497593 -2.048407 -1.167328
C 1.503470 1.053280 -4.051610
C 0.811177 2.764556 2.911643
C -1.031033 2.109163 -3.043535
C -0.944133 -0.564034 -4.207059
C -0.763901 -0.613463 -0.824573
C 0.930167 -1.225709 2.989936
C -0.502044 2.379836 2.364891
C -4.000445 2.823847 1.246302
C 3.408000 -2.242127 2.222749
C -2.623379 2.489771 1.639888
C -1.589263 3.258695 2.175190
C 1.116428 -3.805970 1.858420
H -2.577381 0.428759 1.130656
H -4.669546 2.804740 2.114413
H -1.179368 -0.057366 -5.157236
H 2.091515 1.778315 -3.466232
H 1.588265 -0.408278 3.314315
H 4.055706 -2.637831 1.434162
H 3.757509 -1.244542 2.506073
H -4.043039 3.835511 0.825919
H 2.097245 0.132674 -4.177853
H 1.464845 -4.161122 2.835034
H 0.765957 -1.921878 3.828927
H 0.954349 3.839650 2.733614
H 0.839516 2.601976 3.999996
H -4.392144 2.128037 0.494536
H -1.595857 4.305381 2.413164
H -0.539831 2.853077 -2.401578
H 0.233943 -2.502159 -0.477159
H -1.463858 -2.572819 -1.093613
H -2.008155 1.853859 -2.609426
H 1.214553 1.472736 -5.022512
H -1.148167 2.502476 -4.061687
H -0.337588 -1.463807 -4.408615
H 3.419123 -2.906766 3.092657
H 1.506809 -4.450261 1.057529
H -0.109379 -2.145760 -2.194431
H -0.015968 -0.755149 2.676164
H 0.018781 -3.815698 1.822578
H -1.880928 -0.870732 -3.711524
H 1.637181 2.218086 2.435969

Cartesian forces (eV/Å) of the 6 atoms listed first:
I 0.83 1.29 -0.40
Sn 0.18 -0.54 -1.10
Cl 0.01 0.37 1.20
P 0.28 -0.09 1.36
P 0.33 1.91 -1.18
O 4.01 -1.10 -0.92

***

# 2
Molecular formula: C13H29IO10P2S
Method: DFT, ωB97M-V with the def2-TZVPD basis set

As for the HOMO energy: -9.41 eV. Its LUMO energy is 0.38 eV. As for the orbital gap: 9.8 eV. Its SMILES is CCOP(=O)(CCO[P@](=O)(OCCCI)OCCCCS(=O)(=O)O)OCC.

Geometry (Å):
I 1.097830 -1.695463 -4.462734
S -5.931230 2.461193 -0.258150
P 3.342609 0.135643 0.940246
P -0.736005 -2.027714 0.880864
O -4.618555 3.379622 -0.243128
O -0.815026 -1.007341 -0.335652
O 2.580760 0.469025 -0.276019
O -0.293338 -3.372801 0.534404
O 4.237744 1.318931 1.504633
O 0.152612 -1.243012 1.935155
O -2.169030 -1.973123 1.540366
O -6.743650 2.905886 -1.347310
O 4.324024 -1.103986 0.763734
O -6.474694 2.419538 1.062843
C -5.193741 0.896321 -0.643308
C 4.633382 2.415986 0.651681
C -1.121834 -1.529683 -1.646745
C 1.540587 -1.589902 2.070308
C -4.038571 -0.457803 1.171869
C 4.620065 -1.621451 -0.555468
C 2.360612 -0.333151 2.357184
C 3.796427 3.655364 0.943125
C 3.654858 -2.721573 -0.938160
C -0.997870 -0.406945 -2.653783
C -3.863737 0.567790 0.052721
C -2.759042 -0.723370 1.957172
C 0.425343 -0.170560 -3.132880
H -1.653743 -0.620573 -3.498901
H -0.430875 -2.344162 -1.867766
H 4.072413 -3.308675 -1.757389
H -2.133904 -1.941362 -1.638186
H -1.342633 0.522286 -2.189688
H 5.687256 2.581799 0.867850
H 2.697674 -2.318318 -1.269313
H -5.966296 0.188452 -0.336948
H 2.886948 3.372153 1.470155
H 5.645891 -1.981759 -0.504877
H 1.628647 -2.294987 2.895867
H -3.171849 0.176925 -0.693196
H -2.037795 0.083871 1.818207
H 3.477374 -3.389161 -0.094373
H -2.957266 -0.825295 3.022371
H 3.014696 -0.497194 3.213362
H -5.116811 0.874139 -1.728748
H 3.515282 4.164148 0.022422
H 4.579165 -0.807028 -1.279169
H 0.514633 0.761340 -3.682590
H -4.352646 -1.413389 0.743734
H 1.128259 -0.149593 -2.301852
H 1.697800 0.505230 2.572586
H -4.901023 4.306257 -0.313901
H -4.831855 -0.132993 1.848803
H 1.872896 -2.108377 1.170621
H 4.540718 2.114779 -0.390777
H 4.335930 4.365059 1.569960
H -3.409419 1.469007 0.458767

Cartesian forces (eV/Å) of the 6 atoms listed first:
I 0.07 -0.10 -0.05
S 0.12 0.06 0.11
P -0.05 0.07 -0.13
P -0.13 0.13 0.13
O 0.01 0.07 0.01
O 0.22 0.06 -0.07

***

# 3
Molecular formula: C13H29N2O6RuSe2
Method: DFT, ωB97M-V with the def2-TZVPD basis set

As for the HOMO energy (alpha / beta): -7.65 / -7.20 eV. Its LUMO energy (alpha / beta) is 0.39 / 0.39 eV. As for the orbital gap (alpha / beta): 8.0 / 7.6 eV. The multiplicity is 2. The expectation value of S² is 0.757. Its energy relative to the best compared isomer or geometry (same formula, charge and spin) is 25.7 kcal per mole.

Geometry (Å):
Ru -0.003342 -0.055526 -0.295022
Se 2.110884 -0.676516 -1.395846
Se 1.821853 0.849916 1.654684
O -0.109810 -1.996390 -2.397935
O -2.151577 -1.311121 -1.820835
O -0.287543 -1.182373 2.155539
O 0.018467 -1.840026 1.038369
O -2.429339 2.343860 3.194802
O -0.873571 2.496991 1.555973
N -2.535494 0.909840 1.529396
N -2.014083 0.076655 0.523169
C 2.677809 -0.717217 2.410602
C -0.950626 -1.211970 -1.652911
C -1.035882 3.107984 -2.976325
C 3.231790 1.355920 0.421480
C -1.822164 3.479035 3.816143
C -0.069918 0.967923 -3.789934
C -0.691832 -2.929939 -3.311715
C 3.624614 0.256830 -0.550568
C 0.006297 2.019900 -2.681771
C 1.396016 2.669263 -2.656842
C 2.462655 -2.481732 -0.740033
C -0.259076 1.459275 -1.294133
C -1.834537 1.956085 2.045562
H 1.485057 3.390219 -1.841925
H 2.187781 1.925895 -2.552378
H 2.242859 -3.158106 -1.560779
H -0.815092 3.232948 4.150427
H -3.281111 0.528654 2.090358
H 4.102804 1.708168 0.974972
H 3.059340 -1.379880 1.640561
H 4.202960 0.684807 -1.371091
H -0.753328 -3.908525 -2.834395
H -1.686060 -2.610651 -3.612874
H -1.775015 4.316363 3.121806
H -2.042830 2.687158 -2.985022
H -2.455453 3.720631 4.664285
H 1.892608 -1.228481 2.959733
H -1.055332 0.499772 -3.804796
H -0.851268 3.559376 -3.952954
H 3.515853 -2.560621 -0.478984
H 1.561601 3.200407 -3.596126
H -0.761748 2.247345 -0.703162
H -2.648237 0.044318 -0.271325
H 0.094801 1.442021 -4.760188
H 4.243160 -0.507539 -0.084022
H -1.935188 -0.864586 0.922134
H 3.479502 -0.400026 3.073969
H 1.818705 -2.679498 0.111771
H 2.812869 2.205198 -0.117761
H -0.030417 -2.980898 -4.174256
H 0.669206 0.177228 -3.668688
H -1.005519 3.896635 -2.222538

Cartesian forces (eV/Å) of the 6 atoms listed first:
Ru 0.83 -0.14 -0.27
Se 0.11 -0.11 -0.18
Se -0.49 0.05 0.02
O 0.02 -0.07 0.01
O -0.03 0.06 0.08
O -0.15 -0.28 0.28

***

# 4
Molecular formula: C13H30BNO2
Method: DFT, ωB97M-V with the def2-TZVPD basis set

As for the HOMO energy: -9.32 eV. Its LUMO energy is 0.44 eV. As for the orbital gap: 9.8 eV. Its SMILES is BCCCCCCCCCOC.CN(C)C=O.

Geometry (Å):
O 0.620069 -2.945581 4.668263
O -0.444617 2.428750 -4.649044
N 2.183920 -1.587778 5.593105
C -0.520842 2.912575 -2.294692
C 0.354529 2.546992 -3.485251
C -2.457538 1.245214 -2.372184
C -1.003784 -1.131514 0.245613
C -1.928721 -1.309294 -2.173468
C 0.954695 -1.862718 5.104407
C -2.959454 -0.170188 -2.063377
C -1.580445 -2.019154 -0.864095
C 0.302727 2.024420 -5.773889
C 2.538764 -0.278975 6.089474
C 3.172673 -2.650089 5.596237
C -1.205223 1.718813 -1.629417
C 0.537984 -0.980688 0.132571
B 0.937098 0.047951 1.224877
H 3.361190 0.153874 5.515382
H 2.832681 -3.495517 6.195067
H 1.170286 -0.307874 2.342771
H -0.486187 0.897035 -1.550825
H -0.850765 -2.806432 -1.080080
H -3.268088 1.949465 -2.157128
H -3.762305 -0.368385 -2.778666
H 0.976073 -1.972233 0.278219
H 2.833419 -0.318536 7.140617
H 4.100372 -2.263376 6.013331
H 0.869782 1.591460 -3.290454
H 1.677569 0.381994 6.000199
H 0.932788 1.222523 1.001396
H -1.465966 1.978914 -0.597441
H 1.131149 3.306487 -3.651860
H -1.482917 -0.147814 0.196578
H 1.231172 2.603380 -5.865056
H 3.355505 -3.012571 4.584075
H 0.273562 -0.995830 5.136166
H -1.258432 -1.543267 1.224878
H -0.305662 2.203075 -6.659663
H -2.476492 -2.528666 -0.494832
H 0.785594 -0.652052 -0.882163
H -2.270885 1.319922 -3.446717
H -3.439889 -0.194810 -1.078055
H -1.274218 3.621715 -2.655480
H -2.323654 -2.076701 -2.844437
H -1.016631 -0.942806 -2.659413
H 0.087912 3.449954 -1.562904
H 0.561203 0.958335 -5.722639

Cartesian forces (eV/Å) of the 6 atoms listed first:
O -0.01 0.01 0.01
O 0.06 0.05 -0.04
N -0.04 -0.04 -0.01
C -0.07 0.09 -0.12
C 0.00 -0.15 0.09
C 0.09 0.03 -0.11

***

Repeat the fourth record exactly.
Molecular formula: C13H30BNO2
Method: DFT, ωB97M-V with the def2-TZVPD basis set

As for the HOMO energy: -9.32 eV. Its LUMO energy is 0.44 eV. As for the orbital gap: 9.8 eV. Its SMILES is BCCCCCCCCCOC.CN(C)C=O.

Geometry (Å):
O 0.620069 -2.945581 4.668263
O -0.444617 2.428750 -4.649044
N 2.183920 -1.587778 5.593105
C -0.520842 2.912575 -2.294692
C 0.354529 2.546992 -3.485251
C -2.457538 1.245214 -2.372184
C -1.003784 -1.131514 0.245613
C -1.928721 -1.309294 -2.173468
C 0.954695 -1.862718 5.104407
C -2.959454 -0.170188 -2.063377
C -1.580445 -2.019154 -0.864095
C 0.302727 2.024420 -5.773889
C 2.538764 -0.278975 6.089474
C 3.172673 -2.650089 5.596237
C -1.205223 1.718813 -1.629417
C 0.537984 -0.980688 0.132571
B 0.937098 0.047951 1.224877
H 3.361190 0.153874 5.515382
H 2.832681 -3.495517 6.195067
H 1.170286 -0.307874 2.342771
H -0.486187 0.897035 -1.550825
H -0.850765 -2.806432 -1.080080
H -3.268088 1.949465 -2.157128
H -3.762305 -0.368385 -2.778666
H 0.976073 -1.972233 0.278219
H 2.833419 -0.318536 7.140617
H 4.100372 -2.263376 6.013331
H 0.869782 1.591460 -3.290454
H 1.677569 0.381994 6.000199
H 0.932788 1.222523 1.001396
H -1.465966 1.978914 -0.597441
H 1.131149 3.306487 -3.651860
H -1.482917 -0.147814 0.196578
H 1.231172 2.603380 -5.865056
H 3.355505 -3.012571 4.584075
H 0.273562 -0.995830 5.136166
H -1.258432 -1.543267 1.224878
H -0.305662 2.203075 -6.659663
H -2.476492 -2.528666 -0.494832
H 0.785594 -0.652052 -0.882163
H -2.270885 1.319922 -3.446717
H -3.439889 -0.194810 -1.078055
H -1.274218 3.621715 -2.655480
H -2.323654 -2.076701 -2.844437
H -1.016631 -0.942806 -2.659413
H 0.087912 3.449954 -1.562904
H 0.561203 0.958335 -5.722639

Cartesian forces (eV/Å) of the 6 atoms listed first:
O -0.01 0.01 0.01
O 0.06 0.05 -0.04
N -0.04 -0.04 -0.01
C -0.07 0.09 -0.12
C 0.00 -0.15 0.09
C 0.09 0.03 -0.11